{
  "formula": "C4H14CsO9P",
  "method": "ωB97M-V with the def2-TZVPD basis set",
  "symbols": ["Cs", "P", "O", "O", "O", "O", "O", "H", "H", "C", "C", "O", "O", "H", "H", "H", "H", "H", "H", "C", "C", "O", "O", "H", "H", "H", "H", "H", "H"],
  "positions_angstrom": [[-0.052, -0.209, -0.007], [0.600, 1.894, -2.748], [1.892, 2.667, -3.254], [-0.523, 2.024, -3.770], [0.043, 2.364, -1.353], [0.850, 0.391, -2.804], [-2.424, 1.733, -1.232], [-2.568, 0.820, -1.479], [-1.475, 1.849, -1.283], [-0.813, 3.271, 1.677], [0.647, 3.097, 1.988], [1.293, 2.496, 0.959], [-1.034, 4.073, 0.477], [-1.308, 3.877, 2.435], [-1.271, 2.282, 1.690], [0.904, 2.615, 2.931], [1.043, 4.090, 1.776], [0.939, 2.616, 0.075], [-0.932, 3.530, -0.309], [1.171, -4.282, 1.006], [0.124, -5.241, 0.444], [-0.040, -5.186, -0.920], [0.858, -3.034, 0.395], [2.187, -4.646, 0.853], [0.852, -4.259, 2.048], [-0.808, -4.998, 0.954], [0.345, -6.264, 0.749], [-0.544, -4.417, -1.197], [0.046, -3.153, -0.104]],
  "forces_ev_per_angstrom": [[0.376, 0.482, -0.302], [2.844, 1.243, -1.380], [-2.671, -1.048, 1.377], [-0.798, 0.658, -0.906], [0.885, -0.421, -0.073], [0.011, -0.783, 1.301], [-2.033, -0.768, 0.838], [-0.269, -0.052, -0.413], [1.551, 0.820, -0.585], [-0.831, 1.009, -0.341], [-0.298, 2.648, -1.343], [2.209, -3.808, -0.256], [0.060, -0.679, 1.975], [0.051, -0.208, 0.377], [-0.555, -0.140, -0.556], [-0.155, 0.251, 0.145], [-0.010, 1.029, 2.020], [-0.808, 0.513, -1.265], [0.419, -0.400, -0.612], [-1.955, -0.507, -0.501], [0.038, -0.505, 1.403], [0.096, -0.461, -1.424], [0.967, 0.404, 0.539], [0.045, 0.587, -0.119], [0.881, 0.252, 0.420], [-0.349, 0.103, 0.072], [0.147, -0.125, -0.255], [-0.058, -0.167, -0.119], [0.212, 0.075, -0.019]],
  "mulliken_spin": [-0.005, -0.086, 0.318, 0.536, -0.009, 0.251, 0.000, -0.001, -0.004, 0.000, 0.000, 0.001, 0.000, 0.000, 0.000, 0.000, 0.000, -0.001, 0.000, 0.000, 0.000, 0.000, 0.000, 0.000, 0.000, 0.000, 0.000, 0.000, 0.000],
  "lumo_energy_ev": [1.3, 1.3],
  "s2": 0.77,
  "total_charge": -1,
  "energy_ev": -32640.8830,
  "homo_ev": [-4.98, -4.33],
  "multiplicity": 2
}


{
  "formula": "C4H14HfN3",
  "method": "ωB97M-V with the def2-TZVPD basis set",
  "symbols": ["C", "Hf", "N", "H", "H", "H", "H", "H", "H", "H", "H", "C", "N", "C", "C", "N", "H", "H", "H", "H", "H", "H"],
  "positions_angstrom": [[-1.214, -1.056, -3.311], [-0.179, 0.216, -1.865], [1.578, 0.997, -3.140], [-0.529, -1.431, -1.516], [-1.466, 1.268, -2.249], [-2.260, -1.282, -3.084], [-0.710, -1.989, -3.576], [-1.195, -0.411, -4.206], [2.488, 0.651, -2.815], [1.623, 2.018, -3.134], [1.487, 0.714, -4.121], [1.110, -0.680, 3.462], [0.085, 0.049, 2.658], [-1.022, 0.698, 3.420], [0.106, 0.055, 1.374], [-0.105, 0.198, 0.209], [0.860, -0.537, 4.517], [2.116, -0.286, 3.267], [1.099, -1.754, 3.230], [-1.065, 1.778, 3.221], [-1.992, 0.242, 3.178], [-0.816, 0.542, 4.482]],
  "forces_ev_per_angstrom": [[0.306, 0.632, -1.078], [0.400, -1.183, -2.525], [0.619, -0.143, -0.059], [0.409, -0.981, 1.452], [-1.531, 1.309, 0.076], [0.122, 0.058, 0.044], [-0.051, -0.039, 0.040], [-0.322, -0.030, -0.335], [-0.137, 0.222, -0.302], [0.053, -0.131, -0.053], [0.012, 0.037, 0.214], [0.213, -0.248, -0.345], [0.556, -0.371, 1.414], [-0.346, 0.243, -0.284], [-1.700, 0.988, -2.854], [1.259, -0.398, 5.204], [0.147, -0.062, -0.370], [-0.339, -0.025, 0.065], [-0.078, 0.324, 0.077], [0.093, -0.356, -0.025], [0.365, 0.092, -0.011], [-0.051, 0.064, -0.346]],
  "mulliken_charge": [-1.314, 0.888, -0.882, -0.077, -0.197, 0.359, 0.418, 0.328, 0.326, 0.335, 0.327, -0.763, -0.037, -0.798, 0.617, -0.400, 0.264, 0.325, 0.335, 0.315, 0.325, 0.304],
  "lumo_energy_ev": -3.6,
  "total_charge": 1,
  "energy_ev": -10142.2282,
  "homo_ev": -10.79,
  "multiplicity": 1
}